Entry 1:
Computed, not measured: C35H45N4O4P2SSbTi as an isolated structure, with ωB97M-V/def2-TZVPD.

Output
Energy above the lowest of the compared OMol25 structures with the same formula, charge and spin   74.71 kJ/mol
HOMO-LUMO gap (spin up / spin down)   7.34 / 7.33 eV

Geometry as ORCA input:
```
! RIJCOSX wB97M-V def2-TZVPD def2/J DEFGRID3
* xyz 3 2
Ti 0.0949 0.1959 0.7814
N -0.6212 -3.3227 1.2010
C 0.2547 -3.6816 0.0885
C 1.4566 -4.5470 0.5212
C 2.4130 -4.9852 -0.5868
C 1.7566 -5.8543 -1.6779
N 1.6274 -5.1120 -2.9335
C 1.9126 -5.5564 -4.1469
N 1.9601 -4.6951 -5.1676
N 2.1631 -6.8450 -4.3754
C 0.7462 -2.4548 -0.6711
O 1.0734 -2.5251 -1.8356
O 0.8537 -1.3374 0.0255
H -0.0803 -3.2502 2.0560
H -1.2933 -4.0661 1.3581
H -0.3440 -4.2304 -0.6418
H 1.0475 -5.4241 1.0292
H 2.0250 -3.9900 1.2736
H 3.2323 -5.5388 -0.1290
H 2.8685 -4.1120 -1.0560
H 0.7653 -6.1902 -1.3656
H 2.3587 -6.7454 -1.8456
H 1.3650 -4.1359 -2.8196
H 1.8255 -3.7104 -5.0171
H 2.0258 -5.0153 -6.1186
H 1.9911 -7.5473 -3.6789
H 2.4295 -7.1641 -5.2917
O 1.5838 1.5066 0.6056
P 2.1816 2.6492 1.4473
C 0.8095 3.5378 2.2601
P -0.7507 3.3431 1.3513
O -1.0089 1.8287 1.2212
C -0.5534 4.0886 -0.2535
C -0.7661 3.3399 -1.4084
C -0.5972 3.9300 -2.6521
C -0.2163 5.2617 -2.7393
C -0.0083 6.0131 -1.5883
C -0.1798 5.4312 -0.3449
C -2.0337 4.1648 2.2512
C -2.0836 4.1133 3.6471
C -3.1269 4.7227 4.3208
C -4.1229 5.3792 3.6067
C -4.0812 5.4282 2.2203
C -3.0372 4.8249 1.5379
C 3.2274 2.0125 2.7338
C 4.0003 0.8845 2.4478
C 4.8805 0.4001 3.4012
C 4.9998 1.0411 4.6280
C 4.2383 2.1671 4.9114
C 3.3500 2.6561 3.9662
C 3.0481 3.7727 0.3851
C 2.8707 3.7029 -0.9953
C 3.5257 4.6132 -1.8096
C 4.3421 5.5859 -1.2497
C 4.5204 5.6533 0.1276
C 3.8790 4.7436 0.9496
H 1.0533 4.5986 2.3539
H 0.6591 3.1268 3.2611
H -1.0823 2.3058 -1.3379
H -0.7718 3.3568 -3.5528
H -0.0904 5.7224 -3.7103
H 0.2797 7.0531 -1.6626
H -0.0341 6.0276 0.5496
H -1.3144 3.6054 4.2172
H -3.1634 4.6943 5.4012
H -4.9333 5.8608 4.1376
H -4.8562 5.9450 1.6710
H -2.9977 4.8800 0.4569
H 3.9194 0.3985 1.4834
H 5.4872 -0.4687 3.1844
H 5.6972 0.6659 5.3652
H 4.3419 2.6679 5.8644
H 2.7680 3.5413 4.1955
H 2.2330 2.9412 -1.4247
H 3.4036 4.5608 -2.8833
H 4.8534 6.2925 -1.8901
H 5.1696 6.4049 0.5554
H 4.0417 4.7812 2.0214
C -3.7583 0.7519 -0.8169
Sb -2.5454 -0.7328 0.0941
C -3.7659 -1.2944 1.7297
C -2.7798 -2.3581 -1.2518
H -4.7931 0.4151 -0.8392
H -3.4208 0.9315 -1.8365
H -3.6916 1.6758 -0.2447
H -4.7557 -1.5779 1.3775
H -3.8566 -0.4473 2.4083
H -3.3096 -2.1320 2.2529
H -3.7336 -2.2618 -1.7681
H -2.7685 -3.2991 -0.7049
H -1.9736 -2.3477 -1.9839
S -0.2024 -0.8270 4.3017
C -0.1022 -0.4646 2.8490
*
```

---

Entry 2:
Computed, not measured: C3H10N3 as an isolated structure at a distorted geometry, with ωB97M-V/def2-TZVPD.

Output
Energy above the lowest of the compared OMol25 structures with the same formula, charge and spin   424.94 kJ/mol
HOMO-LUMO gap   10.17 eV

Geometry as ORCA input:
```
! RIJCOSX wB97M-V def2-TZVPD def2/J DEFGRID3
* xyz 1 1
C 0.8725 0.0947 1.5796
C 0.0027 0.7220 -1.7685
C -1.5954 -0.7177 -0.7251
N 0.6078 -0.4671 0.4583
N 1.8390 -0.4906 2.3771
N -0.6431 0.3384 -0.5233
H 0.3553 0.8942 2.1374
H -0.8716 0.8091 -2.6167
H 0.3631 1.7840 -1.6689
H 0.7778 0.1798 -2.1729
H -0.9707 -1.5197 -1.2724
H -2.0785 -1.2031 0.2220
H -2.3307 -0.4684 -1.3762
H 2.1743 -0.1614 3.3747
H 2.5365 -1.0236 1.9941
H -1.0388 1.2293 -0.0194
*
```

---

Entry 3:
Computed, not measured: one molecule with the formula C20H19N5O3 at a distorted geometry, with ωB97M-V/def2-TZVPD.

Output
SMILES   COc1ccc(Cc2nnc3nc(OC)c(-c4ccc(OC)cc4)n3n2)cc1
Energy above the lowest of the compared OMol25 structures with the same formula, charge and spin   726.22 kJ/mol
HOMO-LUMO gap   7.36 eV

Geometry as ORCA input:
```
! RIJCOSX wB97M-V def2-TZVPD def2/J DEFGRID3
* xyz 0 1
C -3.0830 2.0421 1.7100
O -4.1149 0.9964 1.5611
C -3.6083 -0.2842 1.2814
C -3.4011 -0.5528 -0.0476
C -2.8018 -1.6958 -0.5257
C -2.4841 -2.7094 0.4583
C -1.6314 -3.8735 -0.0484
C -0.2058 -3.4884 -0.3087
N 0.6878 -4.4385 -0.7050
N 1.9416 -4.2360 -1.0010
C 2.3816 -2.8943 -0.9146
N 3.5429 -2.3654 -1.0271
C 3.4433 -1.0243 -0.8573
O 4.3043 -0.0175 -1.2091
C 5.5642 -0.4907 -1.5289
C 2.1283 -0.6911 -0.4865
C 1.5006 0.5520 -0.4392
C 1.9568 1.4953 0.5510
C 1.3261 2.7800 0.8296
C 0.1142 3.0330 0.1983
O -0.4682 4.2228 0.3720
C 0.2885 5.1691 -0.5096
C -0.4434 2.1241 -0.7048
C 0.2058 0.9286 -0.9353
N 1.4481 -1.8976 -0.4425
N 0.1236 -2.2108 -0.1975
C -2.7711 -2.5619 1.7995
C -3.3717 -1.3564 2.1529
H -3.4110 2.9320 2.1876
H -2.6831 2.2700 0.6948
H -2.2333 1.6316 2.1875
H -3.7607 0.1224 -0.8310
H -2.5278 -1.8602 -1.5680
H -1.6427 -4.6129 0.7333
H -2.0215 -4.3546 -0.9583
H 5.6796 -1.1812 -2.3703
H 6.1200 0.4008 -2.0049
H 6.0475 -0.8373 -0.5755
H 2.8338 1.2748 1.0959
H 1.8168 3.4028 1.5934
H 1.1902 4.6863 -1.0934
H 0.5739 6.0722 0.0962
H -0.4561 5.4083 -1.2844
H -1.4497 2.2361 -1.1490
H -0.2953 0.2180 -1.5995
H -2.6775 -3.2278 2.6408
H -3.6760 -1.1359 3.1792
*
```